# 1
{
  "formula": "C6H13NS",
  "method": "wB97M-V/def2-TZVPD",
  "de_lowest_ev": 3.192,
  "total_energy_ha": -689.23667,
  "homo_ev": -8.5,
  "total_charge": 0,
  "smiles": "CC(C)(C)[C@@H]1CN1S",
  "species": ["S", "N", "C", "C", "C", "C", "C", "C", "H", "H", "H", "H", "H", "H", "H", "H", "H", "H", "H", "H", "H"],
  "coordinates": [[-3.60, 0.16, -0.26], [-2.03, -0.57, -0.14], [-1.03, 0.16, 0.61], [1.30, -0.99, 0.45], [0.36, 0.27, 0.10], [0.96, 1.60, 0.50], [0.46, 0.45, -1.46], [-1.67, -1.18, 1.07], [-3.97, -1.16, -0.20], [-1.26, -2.15, 0.84], [-0.49, 0.93, -1.84], [2.08, 1.79, 0.26], [-1.32, 1.01, 1.14], [-2.38, -1.05, 1.94], [0.42, 2.45, 0.02], [0.61, -1.83, 0.25], [1.47, 0.85, -1.61], [2.31, -0.79, 0.00], [0.80, 1.93, 1.55], [0.53, -0.56, -1.96], [1.36, -1.01, 1.53]],
  "lowdin_charge": [0.7366, -0.4995, -0.2936, -0.0254, -0.5596, -0.1165, -0.0710, -0.1704, -0.0966, 0.0956, 0.1016, 0.1143, 0.1089, 0.1154, 0.0902, 0.0627, 0.0673, 0.1008, 0.0827, 0.0862, 0.0704]
}

---

# 2
{
  "formula": "C25H48As3BN2O7SSn",
  "method": "wB97M-V/def2-TZVPD",
  "de_lowest_ev": 0.999,
  "total_energy_ha": -8962.30328,
  "homo_ev": -7.3,
  "total_charge": 0,
  "species": ["Sn", "As", "As", "As", "S", "O", "O", "O", "O", "O", "O", "O", "N", "N", "C", "C", "C", "C", "C", "C", "C", "C", "C", "C", "C", "C", "C", "C", "C", "C", "C", "C", "C", "C", "C", "C", "C", "C", "C", "B", "H", "H", "H", "H", "H", "H", "H", "H", "H", "H", "H", "H", "H", "H", "H", "H", "H", "H", "H", "H", "H", "H", "H", "H", "H", "H", "H", "H", "H", "H", "H", "H", "H", "H", "H", "H", "H", "H", "H", "H", "H", "H", "H", "H", "H", "H", "H", "H"],
  "coordinates": [[0.42, -0.56, -0.02], [-5.99, 3.03, -3.13], [-2.35, -1.18, -0.47], [-0.99, 2.07, -1.42], [0.38, -2.85, -1.13], [3.69, -1.14, 1.29], [-1.58, 0.69, 1.51], [2.49, 2.58, -1.00], [3.22, 0.93, 0.27], [-0.19, -0.77, 2.28], [-1.48, 0.31, 3.63], [3.32, 0.64, 2.71], [-1.08, 0.13, 2.51], [1.31, 2.63, 1.95], [2.89, -3.53, -2.02], [2.54, -2.64, 2.75], [4.26, -5.25, -1.02], [1.92, -3.72, -1.04], [-0.62, 3.91, -0.93], [-4.74, 3.19, -4.63], [2.78, 2.22, 0.10], [-5.29, 1.57, -1.99], [-3.37, 0.42, -3.16], [2.66, -0.57, 4.68], [-5.39, 4.60, -2.12], [5.05, -0.09, 4.17], [2.13, -4.67, -0.04], [3.70, -0.47, 3.59], [-2.93, 2.32, -1.55], [4.05, -4.29, -2.00], [-3.82, 1.11, -1.87], [-3.82, 0.10, -0.69], [2.58, 3.05, 1.35], [-0.48, 2.24, -3.31], [3.29, -5.43, -0.03], [-3.01, -2.03, 1.15], [3.75, -1.72, 2.62], [-2.87, -2.58, -1.72], [5.02, -2.54, 2.71], [3.41, 0.19, 1.42], [1.37, -4.82, 0.71], [2.55, -3.18, 3.70], [-5.99, 5.46, -2.44], [-3.71, 3.33, -4.33], [-5.90, 0.70, -2.28], [1.47, 1.93, 2.67], [0.55, 2.59, -3.33], [1.60, -2.10, 2.67], [4.80, -4.14, -2.77], [-4.81, 2.32, -5.28], [-5.06, 4.06, -5.20], [-5.66, 1.86, -1.00], [-2.28, -2.76, 1.50], [2.59, -3.37, 1.94], [2.73, -2.79, -2.79], [-4.33, 4.83, -2.28], [0.82, 3.40, 2.37], [-3.22, 2.73, -0.58], [5.43, -0.87, 4.84], [2.50, 4.08, 1.00], [0.45, 4.09, -1.00], [5.16, -5.84, -1.01], [-4.05, -0.41, -3.41], [5.14, -2.97, 3.70], [3.44, -6.18, 0.74], [4.94, 0.83, 4.74], [3.42, 2.96, 2.03], [-2.53, -3.53, -1.31], [-4.70, -0.53, -0.76], [4.96, -3.35, 1.98], [-0.94, 4.08, 0.10], [2.70, 0.33, 5.30], [-3.96, -2.58, -1.82], [-5.56, 4.44, -1.06], [-1.15, 4.59, -1.60], [5.79, 0.08, 3.38], [1.65, -0.66, 4.27], [-3.87, 0.65, 0.26], [5.90, -1.94, 2.47], [-2.41, -2.44, -2.69], [-2.37, 0.00, -3.07], [-3.16, -1.28, 1.93], [2.86, -1.43, 5.32], [-1.12, 2.96, -3.82], [-3.08, 3.10, -2.29], [-3.95, -2.53, 0.93], [-0.53, 1.28, -3.81], [-3.36, 1.11, -4.00]],
  "lowdin_charge": [0.9674, 1.1227, 1.0197, 1.0772, 0.4567, 0.1655, -0.1890, 0.1084, 0.1629, -0.2379, 0.0647, 0.1324, -0.5829, 0.0591, -0.1171, 0.0050, -0.1009, -0.6664, -0.3007, -0.3593, -0.4608, -0.3880, -0.0731, 0.0014, -0.3521, -0.0094, -0.1541, -0.4224, -0.3571, -0.0894, -0.6482, -0.3197, -0.1532, -0.3015, -0.0995, -0.2632, -0.4231, -0.3247, -0.0019, -0.8655, 0.0994, 0.1035, 0.0093, -0.0011, 0.0568, 0.0634, 0.0228, 0.0663, 0.1011, 0.0152, 0.0167, 0.0684, 0.0365, 0.0645, 0.0991, 0.0068, 0.0809, 0.0871, 0.0954, 0.1250, 0.0082, 0.0975, 0.0903, 0.0988, 0.1029, 0.0951, 0.1191, 0.0107, 0.0797, 0.0908, 0.0230, 0.0966, 0.0318, 0.0185, 0.0278, 0.0969, 0.0804, 0.0784, 0.0903, 0.0171, 0.0508, 0.0278, 0.1009, 0.0227, 0.0318, 0.0380, 0.0146, 0.0601]
}

---

# 3
{
  "formula": "C10H40O10",
  "method": "wB97M-V/def2-TZVPD",
  "de_lowest_ev": 1.077,
  "total_energy_ha": -1157.31230,
  "homo_ev": -9.5,
  "total_charge": 0,
  "smiles": "CCO.CCO.CCO.CCO.CCO.O.O.O.O.O",
  "species": ["O", "O", "O", "O", "O", "O", "O", "O", "O", "O", "C", "C", "C", "C", "C", "C", "C", "C", "C", "C", "H", "H", "H", "H", "H", "H", "H", "H", "H", "H", "H", "H", "H", "H", "H", "H", "H", "H", "H", "H", "H", "H", "H", "H", "H", "H", "H", "H", "H", "H", "H", "H", "H", "H", "H", "H", "H", "H", "H", "H"],
  "coordinates": [[-11.05, 12.46, 2.19], [-7.78, 14.99, -4.79], [-12.10, 14.84, 1.88], [-6.40, 11.63, -0.15], [-12.57, 17.19, 0.64], [-11.88, 15.21, -2.80], [-9.80, 16.74, 1.69], [-11.81, 12.11, -4.06], [-10.88, 14.07, -0.62], [-8.19, 14.39, 0.46], [-11.10, 9.93, -3.40], [-8.79, 15.23, -3.81], [-11.64, 11.29, -2.93], [-8.35, 10.69, -1.07], [-11.82, 11.30, 1.99], [-13.04, 11.58, 1.10], [-8.44, 16.30, -2.83], [-10.44, 17.56, 3.76], [-6.86, 10.63, -0.98], [-9.32, 16.79, 3.01], [-12.37, 15.98, -2.51], [-6.51, 9.63, -0.69], [-10.20, 12.15, 2.52], [-8.63, 9.99, -1.86], [-9.31, 16.61, -2.26], [-7.40, 14.90, 0.61], [-9.18, 15.79, 3.41], [-9.77, 15.47, -4.24], [-11.58, 14.05, 2.09], [-11.94, 13.00, -3.72], [-11.76, 16.85, 1.01], [-8.76, 11.62, -1.49], [-10.97, 11.88, -2.31], [-10.13, 17.80, 4.78], [-8.45, 17.46, 2.98], [-12.07, 10.75, 2.90], [-12.59, 11.25, -2.39], [-11.10, 14.25, 0.30], [-9.55, 15.90, 1.29], [-11.42, 14.89, -2.01], [-7.59, 16.03, -2.19], [-10.65, 18.52, 3.28], [-6.41, 10.87, -1.94], [-8.05, 17.13, -3.42], [-8.09, 13.61, 1.01], [-13.65, 12.33, 1.60], [-6.89, 15.02, -4.44], [-10.15, 10.04, -3.91], [-9.92, 14.00, -0.62], [-8.83, 10.52, -0.11], [-8.90, 14.24, -3.37], [-11.71, 9.57, -4.23], [-12.79, 12.15, 0.20], [-11.05, 9.16, -2.62], [-13.21, 16.49, 0.75], [-11.11, 10.64, 1.49], [-6.37, 12.47, -0.61], [-11.30, 16.90, 3.73], [-13.55, 10.65, 0.86], [-12.65, 14.98, 2.66]],
  "lowdin_charge": [-0.1004, -0.0827, -0.0628, -0.0790, -0.0675, -0.0598, -0.1133, -0.0757, -0.0329, -0.0317, -0.0802, -0.3323, -0.3302, -0.0825, -0.2854, -0.0533, -0.0901, -0.0695, -0.3438, -0.2933, 0.0405, 0.1197, 0.1052, 0.0679, 0.0750, 0.0682, 0.1109, 0.1047, -0.0066, 0.0535, -0.0269, 0.0613, 0.0799, 0.0674, 0.1063, 0.1138, 0.1045, 0.0065, 0.0369, -0.0284, 0.0628, 0.0805, 0.1172, 0.0804, 0.0516, 0.0717, 0.0728, 0.0677, 0.0223, 0.0742, 0.0995, 0.0707, 0.0622, 0.0671, 0.0140, 0.1037, 0.0779, 0.0582, 0.0828, 0.0686]
}

---

# 4
{
  "formula": "C21H41N4O7",
  "method": "wB97M-V/def2-TZVPD",
  "total_energy_ha": -1570.13344,
  "homo_ev": -10.5,
  "total_charge": 1,
  "species": ["O", "O", "O", "O", "O", "O", "O", "N", "N", "N", "N", "C", "C", "C", "C", "C", "C", "C", "C", "C", "C", "C", "C", "C", "C", "C", "C", "C", "C", "C", "C", "C", "H", "H", "H", "H", "H", "H", "H", "H", "H", "H", "H", "H", "H", "H", "H", "H", "H", "H", "H", "H", "H", "H", "H", "H", "H", "H", "H", "H", "H", "H", "H", "H", "H", "H", "H", "H", "H", "H", "H", "H", "H"],
  "coordinates": [[1.00, -1.36, 3.50], [-3.25, -4.74, -1.78], [-6.11, 3.84, -0.10], [-3.41, 0.92, 2.06], [5.70, 1.40, -3.76], [-3.54, -6.01, 0.04], [3.89, -1.25, -0.56], [-2.23, -1.65, 1.95], [-3.23, 3.69, 0.64], [0.01, -1.61, 1.39], [6.52, 0.36, -1.10], [-2.89, -3.66, 0.33], [7.05, -0.06, -2.39], [5.22, -1.77, -0.54], [-6.51, 4.66, 0.98], [-5.04, 4.39, -0.87], [-2.17, 2.75, 0.94], [0.22, -3.58, 3.08], [3.50, -0.66, -1.79], [-3.78, 3.56, -0.70], [-3.87, -3.09, 1.13], [-2.54, 1.27, 0.99], [-1.58, -3.22, 0.34], [-3.49, -2.07, 1.95], [7.04, 1.08, -3.39], [5.27, 2.67, -3.31], [0.47, -2.10, 2.73], [-3.25, -4.83, -0.58], [0.99, -2.03, 0.37], [-4.80, 1.08, 1.77], [-1.26, -2.18, 1.20], [6.29, -0.74, -0.17], [7.23, -1.26, 0.01], [-1.61, 0.71, 1.17], [-3.98, 3.56, 1.31], [0.79, -1.57, -0.60], [-6.76, 5.66, 0.64], [-3.08, -5.98, 0.89], [1.12, -3.12, 0.30], [5.64, 0.84, -1.25], [5.99, -0.28, 0.78], [-0.81, -3.74, 3.44], [1.96, -1.64, 0.69], [5.23, -2.53, 0.24], [0.88, -3.88, 3.89], [7.55, 0.76, -4.29], [-1.35, 2.89, 0.23], [-4.90, -3.43, 1.18], [-5.02, 0.90, 0.71], [3.99, -1.13, -2.64], [-2.00, -0.90, 2.60], [-1.78, 3.02, 1.93], [5.96, 3.46, -3.64], [-4.05, 2.51, -0.92], [6.46, -0.88, -2.82], [-5.15, 2.07, 2.06], [5.44, -2.29, -1.48], [7.57, 1.96, -3.00], [-4.86, 5.44, -0.61], [-5.35, 4.35, -1.92], [0.44, -4.20, 2.20], [-3.04, 3.88, -1.43], [-7.40, 4.21, 1.42], [4.29, 2.87, -3.75], [8.08, -0.41, -2.26], [-5.74, 4.71, 1.75], [-0.82, -3.66, -0.29], [-5.36, 0.35, 2.37], [2.42, -0.77, -1.89], [-4.20, -1.58, 2.60], [-2.92, 0.90, 0.03], [3.72, 0.42, -1.79], [5.18, 2.70, -2.22]],
  "lowdin_charge": [0.1685, 0.1813, -0.1989, -0.2161, -0.1982, 0.1417, -0.2119, 0.1787, -0.0449, -0.0127, -0.0499, -0.0688, -0.2104, -0.2137, -0.1091, -0.2102, -0.1902, 0.0274, -0.0862, -0.2086, 0.0530, -0.2204, 0.0915, -0.0075, -0.2112, -0.1147, -0.4131, -0.4519, -0.0320, -0.0786, -0.2565, -0.1976, 0.1214, 0.0990, 0.0696, 0.1010, 0.0918, 0.1247, 0.0973, 0.0673, 0.1194, 0.0932, 0.0973, 0.1200, 0.1009, 0.1235, 0.1245, 0.1488, 0.0987, 0.0961, 0.1827, 0.1252, 0.0902, 0.1038, 0.1050, 0.0804, 0.1127, 0.1244, 0.1262, 0.1247, 0.0847, 0.1264, 0.0897, 0.0876, 0.1260, 0.0793, 0.1422, 0.0809, 0.0683, 0.1433, 0.1165, 0.0778, 0.0785]
}

---

# 5
{
  "formula": "C2HN2O2",
  "method": "wB97M-V/def2-TZVPD",
  "de_lowest_ev": 6.608,
  "total_energy_ha": -336.61031,
  "homo_ev": [-4.2, -3.0],
  "total_charge": -1,
  "species": ["O", "O", "N", "N", "C", "C", "H"],
  "coordinates": [[2.67, 0.70, -0.09], [2.97, -1.40, -0.23], [2.24, -0.42, 0.01], [-3.58, -0.15, -0.42], [-1.33, 0.28, 0.60], [-2.44, 0.00, -0.07], [-0.53, 0.99, 0.21]],
  "lowdin_charge": [-0.1607, -0.1895, -0.3736, 0.0921, 0.0712, -0.4514, 0.0120]
}

---

# 6
{
  "formula": "C36H42MnN9O2PS2",
  "method": "wB97M-V/def2-TZVPD",
  "s_squared": 3.81,
  "de_lowest_ev": 5.847,
  "spin_multiplicity": 4,
  "total_energy_ha": -4328.90547,
  "homo_ev": [-6.8, -7.1],
  "total_charge": 0,
  "species": ["Mn", "S", "S", "P", "O", "O", "N", "N", "N", "N", "N", "N", "N", "N", "N", "C", "C", "C", "C", "C", "C", "C", "C", "C", "C", "C", "C", "C", "C", "C", "C", "C", "C", "C", "C", "C", "C", "C", "C", "C", "C", "C", "C", "C", "C", "C", "C", "C", "C", "C", "C", "H", "H", "H", "H", "H", "H", "H", "H", "H", "H", "H", "H", "H", "H", "H", "H", "H", "H", "H", "H", "H", "H", "H", "H", "H", "H", "H", "H", "H", "H", "H", "H", "H", "H", "H", "H", "H", "H", "H", "H", "H", "H"],
  "coordinates": [[-0.38, 0.19, 1.72], [-2.26, 0.70, 0.43], [-2.97, 2.59, 0.83], [0.56, -1.65, -0.53], [-0.45, 2.00, 2.52], [-0.71, 4.57, 2.31], [1.43, -0.37, -1.13], [0.85, -1.32, 2.27], [-1.06, -0.12, 3.40], [-1.60, 0.91, 4.15], [-1.18, 7.89, -1.97], [-0.06, 5.41, -5.03], [-0.85, -1.78, -1.36], [1.34, -3.05, -0.92], [0.12, -1.51, 1.02], [2.10, -4.59, -2.69], [2.59, -5.05, -0.25], [-1.93, 5.70, 3.96], [-0.86, -1.33, 3.90], [1.54, 0.89, -0.36], [-2.60, 5.72, 5.17], [-2.30, 3.36, 5.39], [-1.41, 4.51, 3.47], [2.88, -2.43, 2.97], [2.57, -3.53, -0.26], [-0.58, 5.05, -4.08], [-1.22, 2.01, 3.60], [2.72, -5.59, -1.69], [2.54, -0.62, -2.06], [-1.90, 2.62, -1.65], [2.74, 0.57, -2.99], [-1.63, 5.34, -1.84], [-1.63, 3.31, 4.16], [1.83, 2.09, -1.25], [-1.39, 6.76, -1.92], [-1.38, 3.13, -2.80], [2.13, -3.42, 3.69], [-2.33, 3.41, -0.60], [-1.21, 4.52, -2.90], [-2.72, -3.25, -1.95], [-2.22, 4.79, -0.71], [-1.13, -1.14, -2.65], [-2.61, -0.86, -2.81], [2.27, -1.44, 2.29], [-3.44, -2.16, -2.77], [0.90, -3.88, -2.07], [3.03, 1.82, -2.16], [0.80, -3.20, 3.88], [-1.92, -2.65, -0.80], [-2.77, 4.55, 5.91], [0.19, -2.04, 3.36], [-2.04, -3.82, -2.60], [0.42, -3.26, -2.81], [0.59, 1.11, 0.14], [2.84, -3.86, -3.00], [3.96, -2.47, 2.96], [0.96, 2.30, -1.86], [-1.40, -1.66, 4.78], [3.47, -0.80, -1.51], [2.31, -1.52, -2.64], [1.76, -5.11, -3.59], [0.17, -4.63, -1.74], [2.60, -3.15, 0.75], [-1.79, 6.61, 3.39], [-2.57, -2.08, -0.14], [3.77, -5.75, -1.94], [-2.92, -0.20, -2.01], [2.82, -0.72, 1.70], [-0.81, -1.80, -3.48], [-3.00, 6.66, 5.55], [-2.78, -0.33, -3.75], [3.41, -5.40, 0.37], [2.02, 2.95, -0.61], [-1.09, 2.51, -3.64], [3.57, 0.34, -3.67], [3.21, 2.68, -2.81], [0.21, -3.85, 4.52], [-0.44, 3.65, 2.09], [-4.41, -1.95, -2.31], [-3.62, -2.54, -3.77], [1.66, -5.40, 0.20], [2.22, -6.55, -1.77], [3.93, 1.66, -1.56], [-1.46, -3.44, -0.21], [3.46, -3.15, -0.79], [-0.54, -0.23, -2.71], [-2.44, 2.42, 5.92], [-2.55, 5.44, 0.10], [1.84, 0.72, -3.59], [2.34, 0.81, 0.39], [-3.45, -3.96, -1.55], [-3.26, 4.57, 6.87], [2.63, -4.27, 4.14]],
  "lowdin_spin": [1.9457, 0.0744, 0.0162, 0.0022, 0.0252, -0.0008, 0.0008, -0.0168, -0.0273, -0.0005, -0.0088, 0.0089, 0.0017, -0.0022, 0.0131, -0.0002, 0.0001, 0.0001, 0.0122, 0.0055, -0.0009, -0.0011, -0.0007, 0.0039, 0.0000, 0.0056, -0.0021, 0.0000, 0.0000, 0.6599, 0.0001, -0.0181, -0.0008, 0.0007, -0.0017, 0.0889, 0.0265, 0.0714, 0.0290, 0.0000, 0.0229, 0.0010, 0.0021, 0.0222, 0.0002, -0.0003, 0.0003, -0.0027, -0.0001, 0.0001, 0.0202, 0.0000, 0.0000, 0.0020, 0.0000, -0.0003, 0.0005, -0.0004, 0.0000, 0.0000, 0.0000, 0.0000, 0.0002, 0.0000, -0.0003, 0.0000, 0.0020, 0.0010, 0.0001, -0.0001, 0.0002, 0.0001, 0.0000, 0.0118, 0.0000, 0.0000, -0.0009, -0.0002, 0.0000, 0.0000, 0.0000, 0.0000, 0.0000, 0.0001, 0.0000, 0.0007, -0.0002, 0.0051, 0.0000, 0.0006, 0.0000, 0.0000, 0.0019]
}